[1]
{
  "formula": "C4H34BO25",
  "method": "wB97M-V/def2-TZVPD",
  "homo_lumo_gap_ev": 9.1,
  "charge": -1,
  "de_lowest_kj_mol": 381.4,
  "symbols": ["O", "C", "O", "B", "O", "C", "O", "O", "C", "O", "C", "O", "O", "O", "H", "H", "O", "H", "H", "O", "H", "H", "O", "H", "H", "O", "H", "H", "O", "H", "H", "O", "H", "H", "O", "H", "H", "O", "H", "H", "O", "H", "H", "O", "H", "H", "O", "H", "H", "O", "H", "H", "O", "H", "H", "O", "H", "H", "O", "H", "H", "O", "H", "H"],
  "coordinates": [[2.696, -2.810, 0.260], [1.717, -2.109, 0.517], [1.409, -0.929, -0.001], [0.128, -0.450, 0.555], [-0.313, -1.544, 1.478], [0.521, -2.446, 1.523], [0.545, -3.446, 2.240], [-0.843, -0.275, -0.549], [-1.350, 0.954, -0.540], [-2.164, 1.393, -1.329], [-0.684, 1.683, 0.663], [0.192, 0.889, 1.212], [-0.959, 2.835, 0.950], [-3.570, 4.658, -5.791], [-4.061, 3.983, -5.324], [-2.740, 4.721, -5.318], [6.792, -0.225, 0.240], [6.251, -0.502, -0.500], [6.177, 0.187, 0.846], [-4.338, 7.086, -2.459], [-4.071, 7.679, -3.163], [-3.604, 6.479, -2.366], [7.216, -2.848, 3.408], [7.547, -2.028, 3.041], [7.115, -3.425, 2.651], [-1.363, 2.015, 5.792], [-0.708, 2.629, 5.460], [-0.894, 1.491, 6.441], [4.488, -5.042, -3.218], [4.671, -4.891, -2.291], [3.834, -4.381, -3.445], [-2.786, -2.611, -4.550], [-2.626, -2.039, -3.800], [-3.311, -2.080, -5.149], [-6.130, 0.012, 1.350], [-6.037, 0.857, 0.909], [-7.075, -0.111, 1.435], [1.313, -2.333, -4.253], [1.097, -2.470, -3.330], [0.750, -2.947, -4.724], [-7.947, 4.355, -1.769], [-7.263, 3.772, -2.098], [-7.495, 5.181, -1.596], [4.794, -0.135, -3.403], [4.058, -0.661, -3.716], [4.479, 0.768, -3.446], [-4.365, 5.481, 5.136], [-4.136, 4.871, 5.838], [-3.612, 5.462, 4.547], [-0.157, 4.913, -3.410], [0.492, 4.421, -2.906], [0.358, 5.545, -3.911], [3.226, -8.244, 2.963], [2.551, -8.028, 2.319], [4.051, -8.149, 2.488], [-3.882, 8.346, 2.062], [-3.110, 7.824, 1.842], [-4.617, 7.740, 1.963], [6.699, -7.579, 0.482], [7.069, -6.712, 0.314], [7.341, -8.188, 0.116], [-1.143, -6.570, 5.884], [-0.765, -6.221, 5.077], [-1.458, -5.798, 6.355]]
}



[2]
{
  "formula": "C20H42Cl2O8PdSSi",
  "method": "wB97M-V/def2-TZVPD",
  "homo_lumo_gap_ev": 4.7,
  "charge": -2,
  "de_lowest_kj_mol": 0.0,
  "symbols": ["Pd", "C", "O", "C", "C", "O", "C", "C", "O", "C", "H", "H", "H", "H", "H", "H", "H", "H", "H", "H", "H", "H", "H", "H", "Cl", "C", "Cl", "C", "O", "O", "H", "C", "C", "C", "C", "O", "Si", "S", "O", "C", "C", "C", "C", "O", "C", "C", "C", "C", "H", "H", "H", "H", "H", "H", "H", "H", "H", "H", "H", "H", "H", "H", "H", "H", "H", "H", "H", "H", "H", "H", "H", "H", "H", "H", "H"],
  "coordinates": [[-0.470, 0.177, 2.159], [-2.353, -2.096, 3.272], [-1.340, -2.895, 3.875], [-0.211, -2.118, 4.232], [-0.443, -1.386, 5.566], [-0.211, 0.008, 5.605], [1.092, 0.375, 5.981], [2.117, 0.288, 4.868], [1.921, 1.365, 3.999], [2.618, 1.227, 2.779], [-1.978, -1.632, 2.346], [-2.690, -1.284, 3.923], [-3.192, -2.758, 3.053], [0.062, -1.441, 3.384], [0.609, -2.834, 4.347], [0.166, -1.863, 6.349], [-1.491, -1.533, 5.833], [1.424, -0.247, 6.829], [1.043, 1.414, 6.312], [2.027, -0.671, 4.339], [3.131, 0.328, 5.308], [3.708, 1.231, 2.948], [2.338, 2.068, 2.149], [2.325, 0.313, 2.255], [-5.073, 3.408, 3.675], [-3.964, 3.267, 2.270], [-3.302, 4.884, 1.891], [-2.890, 2.133, 2.478], [-3.425, 1.044, 2.730], [-1.709, 2.458, 2.296], [-4.592, 2.996, 1.428], [1.840, 2.874, -2.820], [2.250, 1.468, -3.256], [1.449, 1.038, -4.486], [3.742, 1.442, -3.585], [2.084, 0.573, -2.174], [0.714, -0.187, -1.584], [1.078, -0.927, 0.275], [-0.456, 0.952, -1.879], [-1.890, 0.929, -1.836], [-2.418, -0.122, -0.870], [-2.381, 0.662, -3.258], [-2.310, 2.317, -1.367], [0.309, -1.334, -2.755], [0.753, -2.669, -2.909], [-0.006, -3.579, -1.944], [2.260, -2.778, -2.676], [0.424, -3.050, -4.352], [2.032, 3.598, -3.619], [2.411, 3.163, -1.936], [0.783, 2.890, -2.562], [1.635, 1.730, -5.313], [0.383, 1.027, -4.262], [1.740, 0.031, -4.793], [3.980, 2.138, -4.395], [4.037, 0.434, -3.886], [4.316, 1.715, -2.699], [-2.206, -1.132, -1.232], [-3.489, -0.005, -0.698], [-1.889, 0.006, 0.082], [-1.990, -0.295, -3.609], [-2.033, 1.448, -3.935], [-3.474, 0.636, -3.283], [-1.948, 2.490, -0.352], [-3.401, 2.411, -1.369], [-1.893, 3.079, -2.031], [0.196, -3.274, -0.917], [0.289, -4.624, -2.084], [-1.080, -3.489, -2.126], [2.498, -2.517, -1.644], [2.789, -2.087, -3.337], [2.604, -3.797, -2.879], [-0.644, -2.913, -4.533], [0.687, -4.092, -4.552], [0.973, -2.407, -5.043]]
}



[3]
{
  "formula": "C3H9O2",
  "method": "wB97M-V/def2-TZVPD",
  "homo_lumo_gap_ev": [9.4, 10.2],
  "charge": 0,
  "de_lowest_kj_mol": 65.2,
  "spin_multiplicity": 2,
  "symbols": ["O", "H", "H", "C", "C", "C", "O", "H", "H", "H", "H", "H", "H", "H"],
  "coordinates": [[-1.556, -2.014, -0.914], [-1.895, -2.887, -1.173], [-0.578, -2.077, -0.815], [0.383, -0.960, -0.340], [-0.364, 0.267, 0.048], [0.659, 1.356, 0.570], [0.088, 2.596, 0.989], [0.803, -1.589, 0.477], [0.949, -0.934, -1.301], [-0.873, 0.661, -0.844], [-1.056, 0.010, 0.863], [1.206, 0.907, 1.424], [1.379, 1.551, -0.251], [0.854, 3.112, 1.267]]
}



[4]
{
  "formula": "C5H9NOS",
  "method": "wB97M-V/def2-TZVPD",
  "homo_lumo_gap_ev": [5.5, 7.2],
  "charge": 0,
  "de_lowest_kj_mol": 326.0,
  "spin_multiplicity": 3,
  "symbols": ["C", "C", "C", "C", "C", "N", "O", "S", "H", "H", "H", "H", "H", "H", "H", "H", "H"],
  "coordinates": [[-2.131, 2.403, -0.863], [-1.944, 2.153, 0.258], [1.277, 0.571, 0.779], [-0.162, -2.840, -0.578], [0.277, -0.246, 0.367], [1.303, 1.896, 0.431], [1.639, -2.223, 1.126], [0.227, -1.920, 0.966], [-2.323, 2.651, -1.858], [0.598, 2.300, -0.326], [-2.081, 1.849, 1.227], [2.084, 0.237, 1.391], [0.788, -2.796, -1.076], [-0.821, -2.368, -1.291], [-0.505, -3.862, -0.387], [-0.490, 0.178, -0.257], [2.264, 2.018, 0.091]]
}



[5]
{
  "formula": "C5H11N",
  "method": "wB97M-V/def2-TZVPD",
  "homo_lumo_gap_ev": 9.2,
  "charge": 0,
  "de_lowest_kj_mol": 389.2,
  "smiles": "CCN1C=C1.C",
  "symbols": ["C", "C", "N", "C", "C", "H", "H", "H", "H", "H", "H", "H", "C", "H", "H", "H", "H"],
  "coordinates": [[-1.804, 1.051, -0.253], [-1.601, -0.454, -0.219], [-0.245, -0.800, 0.189], [-0.044, -1.565, 1.430], [0.202, -0.311, 1.502], [-2.683, 1.318, -0.846], [-1.932, 1.443, 0.761], [-0.937, 1.546, -0.706], [-2.362, -0.949, 0.399], [-1.666, -0.848, -1.232], [0.081, -2.593, 1.715], [0.686, 0.577, 1.866], [2.460, 0.298, -0.912], [1.967, -0.621, -0.571], [3.302, 0.596, -0.288], [1.729, 1.109, -0.907], [2.846, 0.203, -1.927]]
}



[6]
{
  "formula": "C4H13N4O",
  "method": "wB97M-V/def2-TZVPD",
  "homo_lumo_gap_ev": 10.7,
  "charge": 1,
  "de_lowest_kj_mol": 129.2,
  "symbols": ["C", "C", "O", "N", "H", "H", "H", "H", "H", "C", "C", "N", "N", "N", "H", "H", "H", "H", "H", "H", "H", "H"],
  "coordinates": [[-0.819, -1.233, -3.479], [0.111, -0.534, -2.581], [-0.151, -0.162, -1.429], [1.347, -0.177, -3.066], [-1.530, -1.798, -2.891], [-0.313, -1.940, -4.151], [1.942, 0.325, -2.424], [1.329, 0.112, -4.043], [-1.401, -0.470, -3.978], [0.879, -0.960, 3.059], [-0.326, 0.754, 1.859], [-1.245, 0.568, 0.917], [0.787, 0.012, 1.967], [-0.476, 1.794, 2.699], [-1.158, 0.049, 0.036], [-2.035, 1.184, 1.043], [1.048, -0.441, 1.094], [0.303, 2.327, 3.050], [-1.350, 2.293, 2.683], [1.538, -0.667, 3.883], [1.290, -1.946, 2.746], [-0.025, -1.000, 3.682]]
}



[7]
{
  "formula": "C8H15IrN2O2",
  "method": "wB97M-V/def2-TZVPD",
  "homo_lumo_gap_ev": [4.4, 5.8],
  "charge": 1,
  "de_lowest_kj_mol": 141.9,
  "spin_multiplicity": 6,
  "symbols": ["C", "Ir", "N", "N", "H", "H", "H", "H", "H", "H", "H", "H", "H", "H", "O", "C", "O", "C", "C", "C", "C", "C", "C", "H", "H", "H", "H", "H"],
  "coordinates": [[-1.140, 0.458, -3.195], [0.514, 0.691, -2.231], [2.207, 0.207, -1.049], [1.643, 0.000, -3.792], [2.051, -0.731, -0.622], [1.074, 2.189, -2.283], [-1.942, 1.064, -2.719], [-1.411, -0.614, -3.263], [-0.912, 0.810, -4.236], [2.040, -0.922, -3.597], [2.434, 0.600, -4.035], [1.115, -0.121, -4.659], [3.122, 0.218, -1.495], [2.255, 0.848, -0.255], [0.516, -1.575, 0.107], [-0.107, -0.546, 0.439], [-0.249, 0.543, -0.276], [-0.695, -0.476, 1.835], [-1.575, 0.559, 2.169], [-1.967, 0.765, 3.495], [-1.513, -0.100, 4.503], [-0.694, -1.193, 4.168], [-0.322, -1.398, 2.832], [-1.934, 1.207, 1.371], [-2.623, 1.603, 3.741], [-1.804, 0.066, 5.543], [-0.350, -1.880, 4.951], [0.269, -2.271, 2.553]]
}



[8]
{
  "formula": "C29H27N5O2PdS2",
  "method": "wB97M-V/def2-TZVPD",
  "homo_lumo_gap_ev": [7.5, 5.5],
  "charge": 0,
  "de_lowest_kj_mol": 103.5,
  "spin_multiplicity": 3,
  "symbols": ["Pd", "C", "C", "N", "N", "C", "S", "S", "C", "C", "C", "C", "C", "C", "C", "C", "C", "C", "C", "C", "C", "O", "H", "H", "H", "H", "H", "H", "H", "H", "H", "H", "H", "H", "H", "H", "C", "C", "C", "C", "C", "N", "C", "O", "N", "C", "C", "C", "C", "N", "C", "C", "C", "H", "H", "H", "H", "H", "H", "H", "H", "H", "H", "H", "H", "H"],
  "coordinates": [[-0.857, 2.831, 0.260], [1.686, 0.365, 0.453], [0.433, 0.529, 1.262], [0.418, 1.500, 2.100], [-0.319, 1.655, 3.157], [-0.980, 2.803, 3.335], [-1.085, 4.085, 2.265], [-1.832, 2.905, 4.889], [-2.583, 1.247, 4.929], [-1.679, 0.093, 5.281], [-0.768, 0.166, 6.328], [0.037, -0.919, 6.636], [-0.057, -2.092, 5.897], [-0.964, -2.173, 4.852], [-1.772, -1.085, 4.549], [-0.707, -0.363, 1.049], [-0.498, -1.716, 0.760], [-1.554, -2.570, 0.518], [-2.856, -2.049, 0.544], [-3.085, -0.715, 0.779], [-2.019, 0.188, 1.020], [-2.254, 1.454, 1.163], [2.233, -0.517, 0.796], [1.449, 0.215, -0.599], [2.328, 1.236, 0.569], [-3.382, 1.345, 5.668], [-3.053, 1.078, 3.959], [-0.669, 1.089, 6.886], [0.745, -0.848, 7.451], [0.578, -2.936, 6.134], [-1.037, -3.074, 4.257], [-2.463, -1.145, 3.717], [0.514, -2.107, 0.757], [-1.382, -3.621, 0.329], [-3.698, -2.707, 0.362], [-4.087, -0.305, 0.761], [3.030, -3.592, -6.100], [2.058, -2.793, -5.278], [0.695, -2.810, -5.550], [-0.197, -2.053, -4.805], [0.257, -1.278, -3.747], [-0.688, -0.545, -2.980], [-0.597, 0.740, -2.531], [-1.350, 1.157, -1.666], [0.350, 1.549, -3.137], [0.768, 2.721, -2.476], [2.103, 3.022, -2.295], [2.445, 4.104, -1.489], [1.441, 4.793, -0.841], [0.138, 4.556, -1.060], [-0.189, 3.581, -1.910], [1.616, -1.275, -3.443], [2.500, -2.013, -4.213], [2.510, -4.231, -6.813], [3.651, -4.227, -5.468], [3.698, -2.938, -6.663], [0.321, -3.415, -6.367], [-1.253, -2.057, -5.041], [-1.424, -1.058, -2.512], [1.013, 1.101, -3.749], [2.871, 2.402, -2.744], [3.480, 4.370, -1.329], [1.665, 5.572, -0.124], [-1.232, 3.496, -2.188], [1.979, -0.723, -2.587], [3.555, -2.001, -3.964]]
}



[9]
{
  "formula": "C4H12O",
  "method": "wB97M-V/def2-TZVPD",
  "homo_lumo_gap_ev": 11.3,
  "charge": 0,
  "de_lowest_kj_mol": 117.0,
  "smiles": "CCO.CC",
  "symbols": ["C", "C", "O", "H", "H", "H", "H", "H", "H", "C", "C", "H", "H", "H", "H", "H", "H"],
  "coordinates": [[0.800, 2.478, -0.508], [1.527, 1.304, 0.115], [1.932, 1.516, 1.436], [1.202, 2.726, -1.462], [0.968, 3.281, 0.217], [-0.326, 2.287, -0.524], [0.804, 0.491, 0.332], [2.395, 0.890, -0.505], [2.721, 2.130, 1.561], [-1.320, -1.820, -0.731], [-1.765, -2.472, 0.623], [-0.294, -2.011, -1.073], [-1.962, -2.117, -1.537], [-1.451, -0.781, -0.641], [-2.729, -2.195, 0.911], [-0.878, -2.176, 1.298], [-1.625, -3.533, 0.489]]
}



[10]
{
  "formula": "C5H6LaLi2O4",
  "method": "wB97M-V/def2-TZVPD",
  "homo_lumo_gap_ev": 8.2,
  "charge": 3,
  "symbols": ["O", "C", "O", "Li", "Li", "O", "La", "C", "O", "C", "H", "H", "H", "C", "C", "H", "H", "H"],
  "coordinates": [[-1.064, 0.549, -0.551], [-2.067, 0.064, 0.036], [-2.135, -1.168, 0.304], [-0.431, -2.058, -0.147], [-3.835, -1.969, 0.307], [1.357, -1.663, 0.089], [0.960, 1.342, -0.559], [1.980, -0.590, 0.091], [3.262, -0.700, 0.416], [3.976, 0.487, 0.751], [4.908, 0.166, 1.223], [4.206, 1.066, -0.154], [3.402, 1.098, 1.461], [-3.267, 0.920, 0.214], [-4.071, 0.797, 1.273], [-3.348, 1.761, -0.476], [-4.933, 1.449, 1.401], [-3.884, 0.062, 2.063]]
}



[11]
{
  "formula": "C2H3N4",
  "method": "wB97M-V/def2-TZVPD",
  "homo_lumo_gap_ev": [7.3, 8.9],
  "charge": 1,
  "de_lowest_kj_mol": 434.9,
  "symbols": ["C", "C", "N", "N", "N", "N", "H", "H", "H"],
  "coordinates": [[-0.886, 2.281, -1.047], [0.351, 1.424, -0.415], [-0.537, 3.355, -1.445], [-1.630, 1.168, -0.760], [-0.525, 0.471, -0.329], [-0.337, -0.792, -0.145], [0.919, 1.732, 0.438], [-0.918, -1.599, -0.234], [0.585, -1.006, 0.175]]
}



[12]
{
  "formula": "C6H13N3OSi",
  "method": "wB97M-V/def2-TZVPD",
  "homo_lumo_gap_ev": 9.2,
  "charge": 0,
  "de_lowest_kj_mol": 146.2,
  "symbols": ["C", "C", "C", "C", "C", "C", "N", "N", "N", "O", "Si", "H", "H", "H", "H", "H", "H", "H", "H", "H", "H", "H", "H", "H"],
  "coordinates": [[-1.438, 2.643, 0.553], [1.272, -0.161, 0.874], [1.247, 4.658, 0.036], [-0.510, -0.871, -1.476], [-1.279, -1.830, 1.389], [1.271, -3.046, 0.033], [-0.518, 3.358, 0.757], [0.592, 3.787, 0.974], [2.107, 0.611, 1.103], [2.953, 1.390, 1.385], [0.165, -1.494, 0.197], [-2.479, 2.675, 0.730], [0.865, 4.532, -0.983], [1.112, 5.703, 0.333], [2.311, 4.424, 0.060], [0.192, -0.199, -1.959], [-0.703, -1.694, -2.155], [-1.439, -0.328, -1.337], [-0.943, -2.217, 2.344], [-1.857, -0.932, 1.583], [-1.957, -2.565, 0.959], [1.449, -3.309, -1.006], [2.239, -2.895, 0.500], [0.815, -3.904, 0.516]]
}



- Number 2 is which compound?
  C20H42Cl2O8PdSSi